# C80H190BCl2F4N10O5

13 unconnected molecules or ions with the total composition C80H190BCl2F4N10O5 at a distorted geometry (ωB97M-V/def2-TZVPD, the OMol25 dataset).

Element x y z (Å)
C (-4.85095, 7.45949, -16.60532)
C (-6.05536, 7.88877, -17.50548)
N (-7.39377, 8.27124, -16.82414)
C (-8.27657, 8.73475, -17.99529)
C (-7.96784, 6.88668, -16.26920)
C (-9.46622, 7.02012, -15.61080)
C (-7.31786, 9.36447, -15.68839)
C (-6.83799, 10.76400, -16.07687)
O (-5.55657, 10.70131, -16.68939)
C (-5.01361, 11.85406, -17.27649)
H (-4.74385, 8.01551, -15.67393)
H (-3.96926, 7.50545, -17.24455)
H (-5.03819, 6.41580, -16.35286)
H (-6.35900, 7.19774, -18.29186)
H (-5.82681, 8.77162, -18.10249)
H (-9.21192, 8.91463, -17.46533)
H (-8.39661, 7.98530, -18.77760)
H (-7.79880, 9.67673, -18.26457)
H (-7.31296, 6.55015, -15.46547)
H (-7.98093, 6.14379, -17.06672)
H (-9.41105, 7.37235, -14.58076)
H (-9.97709, 6.05790, -15.64634)
H (-10.14638, 7.68025, -16.14903)
H (-6.60416, 9.00724, -14.94602)
H (-8.29625, 9.25637, -15.22023)
H (-6.87747, 11.42078, -15.20785)
H (-7.55740, 11.14870, -16.79974)
H (-5.81664, 12.31397, -17.85245)
H (-4.13755, 11.58919, -17.86848)
H (-4.71020, 12.54298, -16.48819)
C (-15.11832, -2.92941, -10.86008)
C (-14.80952, -4.43555, -10.74401)
N (-13.27115, -4.68398, -10.58841)
C (-12.94830, -6.16650, -10.66888)
C (-12.48050, -3.89614, -11.72924)
C (-13.01078, -4.20296, -13.17720)
C (-12.75822, -4.17930, -9.23215)
C (-13.08098, -4.86825, -7.90076)
O (-14.51755, -5.04812, -7.68411)
C (-14.76402, -6.10173, -6.75515)
H (-14.85191, -2.46806, -11.81102)
H (-14.75650, -2.24851, -10.08965)
H (-16.19817, -2.79065, -10.91274)
H (-15.26045, -4.95048, -11.59231)
H (-15.25241, -4.79986, -9.81708)
H (-11.95937, -6.36140, -10.25400)
H (-13.08042, -6.51014, -11.69482)
H (-13.60922, -6.66079, -9.95685)
H (-11.43779, -4.17782, -11.58262)
H (-12.50783, -2.85853, -11.39652)
H (-13.91459, -3.66075, -13.45509)
H (-13.02148, -5.28035, -13.34218)
H (-12.30833, -3.90194, -13.95441)
H (-12.99352, -3.11672, -9.17169)
H (-11.67161, -4.26454, -9.22241)
H (-12.61883, -4.35631, -7.05669)
H (-12.54848, -5.81905, -7.92371)
H (-14.64940, -7.09732, -7.18381)
H (-15.83611, -6.20637, -6.58855)
H (-14.24391, -5.96052, -5.80771)
C (-24.23661, 4.90166, -8.41473)
C (-25.35908, 5.86410, -8.91886)
N (-26.50194, 5.21761, -9.81562)
C (-25.92636, 4.52823, -11.10986)
C (-27.20846, 4.10347, -8.94426)
C (-28.36403, 3.30281, -9.67148)
C (-27.50687, 6.31602, -10.29131)
C (-26.93314, 7.36036, -11.20215)
O (-26.28354, 8.35534, -10.40923)
C (-25.23386, 9.07906, -11.07850)
H (-23.40091, 5.47838, -8.01837)
H (-23.87973, 4.16720, -9.13674)
H (-24.71173, 4.30343, -7.63724)
H (-24.94391, 6.66999, -9.52405)
H (-25.92844, 6.33875, -8.11972)
H (-25.13740, 5.17537, -11.49307)
H (-26.66901, 4.48312, -11.90644)
H (-25.43410, 3.60462, -10.80531)
H (-27.37644, 4.67061, -8.02870)
H (-26.39157, 3.38959, -8.83853)
H (-28.01940, 2.96825, -10.64995)
H (-29.22779, 3.92892, -9.89510)
H (-28.89571, 2.54223, -9.09971)
H (-28.10178, 6.74505, -9.48501)
H (-28.29503, 5.84794, -10.88106)
H (-27.67589, 7.87998, -11.80746)
H (-26.28825, 6.95540, -11.98205)
H (-24.60055, 8.22877, -11.33153)
H (-24.88557, 9.89133, -10.44053)
H (-25.55530, 9.45506, -12.04980)
C (-17.92651, 5.95699, -10.50123)
C (-16.82543, 4.83619, -10.68425)
N (-16.76524, 4.31910, -12.16343)
C (-15.57813, 3.32098, -12.32099)
C (-18.10532, 3.71504, -12.52788)
C (-18.65781, 2.62879, -11.57104)
C (-16.52329, 5.48246, -13.20875)
C (-15.23652, 6.31034, -12.97916)
O (-15.34667, 7.11664, -11.79228)
C (-14.01336, 7.60003, -11.36304)
H (-17.88421, 6.83842, -11.14108)
H (-17.89632, 6.37608, -9.49547)
H (-18.93640, 5.61645, -10.72984)
H (-17.02371, 3.96593, -10.05861)
H (-15.83339, 5.21706, -10.44152)
H (-15.77612, 2.30155, -11.98985)
H (-14.77844, 3.74747, -11.71543)
H (-15.32571, 3.26204, -13.37973)
H (-17.83842, 3.21989, -13.46152)
H (-18.92702, 4.42784, -12.59738)
H (-18.94705, 2.93777, -10.56656)
H (-17.93740, 1.85098, -11.31781)
H (-19.58074, 2.19216, -11.95270)
H (-17.36177, 6.17857, -13.18683)
H (-16.64244, 5.03344, -14.19480)
H (-15.04401, 6.83588, -13.91450)
H (-14.39368, 5.61917, -12.98201)
H (-13.48265, 6.80162, -10.84439)
H (-14.16579, 8.44085, -10.68636)
H (-13.37177, 7.99171, -12.15238)
C (-12.00030, 7.59595, -2.34738)
C (-12.77731, 6.81527, -3.41527)
N (-12.91566, 7.47995, -4.79065)
C (-13.69574, 6.53854, -5.82228)
C (-13.69544, 8.86120, -4.67985)
C (-14.22594, 9.48227, -5.94929)
C (-11.55743, 7.71081, -5.52120)
C (-10.50214, 6.51893, -5.51304)
O (-10.00180, 6.02724, -4.25939)
C (-8.90887, 6.83896, -3.74926)
H (-12.26053, 8.65404, -2.37594)
H (-10.94646, 7.58097, -2.62541)
H (-12.08296, 7.27537, -1.30887)
H (-13.79897, 6.63687, -3.07984)
H (-12.42813, 5.78922, -3.53105)
H (-13.54971, 6.98185, -6.80729)
H (-14.75570, 6.56094, -5.56913)
H (-13.28264, 5.53238, -5.75087)
H (-13.11019, 9.62454, -4.16712)
H (-14.55627, 8.63522, -4.05056)
H (-14.96789, 8.80927, -6.37905)
H (-13.42355, 9.52809, -6.68562)
H (-14.59315, 10.47781, -5.69997)
H (-11.09469, 8.57897, -5.05188)
H (-11.69307, 7.99091, -6.56582)
H (-9.67603, 6.78267, -6.17341)
H (-10.85844, 5.66163, -6.08416)
H (-9.25973, 7.86764, -3.83163)
H (-8.00756, 6.77847, -4.35926)
H (-8.72332, 6.68013, -2.68697)
C (-12.37518, -0.64499, -1.64257)
C (-13.74528, -0.96108, -2.27219)
C (-14.26085, 0.10145, -3.28029)
N (-15.72536, -0.03383, -3.73969)
C (-15.92340, -1.36467, -4.46686)
C (-16.24381, 1.12330, -4.64000)
C (-17.58726, 1.63392, -4.16553)
C (-18.01805, 0.69495, -3.01835)
C (-16.70804, 0.05612, -2.58257)
H (-12.18635, 0.42759, -1.59766)
H (-11.54071, -1.04929, -2.21554)
H (-12.24315, -1.06811, -0.64676)
H (-14.45153, -1.16131, -1.46643)
H (-13.75824, -1.95690, -2.71521)
H (-13.69272, -0.02697, -4.20162)
H (-14.14226, 1.08961, -2.83582)
H (-15.84602, -2.14165, -3.70634)
H (-15.15892, -1.41227, -5.24238)
H (-16.86023, -1.22999, -5.00754)
H (-16.28076, 1.03487, -5.72579)
H (-15.52623, 1.89952, -4.37423)
H (-18.32841, 1.55425, -4.96078)
H (-17.63297, 2.64782, -3.76800)
H (-18.61964, -0.09926, -3.46041)
H (-18.56754, 1.14548, -2.19180)
H (-16.73214, -0.86860, -2.00600)
H (-16.23038, 0.74583, -1.88669)
C (-5.82189, 15.40488, -12.38731)
C (-6.94870, 15.51620, -11.28061)
C (-8.03665, 14.40621, -11.30760)
N (-8.96661, 14.55108, -10.09747)
C (-8.22838, 14.28032, -8.77863)
C (-9.78815, 15.88982, -10.10895)
C (-11.04273, 15.59376, -9.18317)
C (-11.26217, 14.05487, -9.44004)
C (-10.09646, 13.47007, -10.23287)
H (-5.50118, 14.36404, -12.34383)
H (-4.89823, 15.98244, -12.35029)
H (-6.27065, 15.76048, -13.31482)
H (-7.44797, 16.47163, -11.44184)
H (-6.47653, 15.57362, -10.29987)
H (-7.69132, 13.37678, -11.21205)
H (-8.71575, 14.53111, -12.15100)
H (-7.53804, 15.07133, -8.48565)
H (-7.68705, 13.33427, -8.78533)
H (-9.08202, 14.26531, -8.10101)
H (-9.21531, 16.76384, -9.79900)
H (-10.00827, 16.00709, -11.17004)
H (-10.84700, 15.94035, -8.16845)
H (-11.84256, 16.24418, -9.53718)
H (-11.37082, 13.49883, -8.50885)
H (-12.19549, 13.95439, -9.99404)
H (-9.67505, 12.59495, -9.73821)
H (-10.36608, 13.26979, -11.26983)
C (-14.33719, 7.77276, -19.66492)
C (-14.27611, 6.55125, -20.61814)
C (-13.14374, 6.45309, -21.64148)
N (-13.24068, 5.25927, -22.60958)
C (-14.66524, 5.12103, -23.30824)
C (-13.01774, 3.95307, -21.85201)
C (-12.30225, 2.98168, -22.81493)
C (-11.42628, 3.92175, -23.54864)
C (-12.08070, 5.22534, -23.65711)
H (-13.51451, 7.86756, -18.95618)
H (-15.24281, 7.78981, -19.05858)
H (-14.37079, 8.66088, -20.29597)
H (-15.26517, 6.75897, -21.02643)
H (-14.33143, 5.62157, -20.05180)
H (-12.13957, 6.49148, -21.21925)
H (-13.16345, 7.35446, -22.25406)
H (-14.81487, 6.05767, -23.84527)
H (-15.48176, 4.92850, -22.61231)
H (-14.74652, 4.22265, -23.92013)
H (-13.98265, 3.64872, -21.44653)
H (-12.37905, 4.10413, -20.98174)
H (-13.00617, 2.73759, -23.61054)
H (-11.88398, 2.06741, -22.39389)
H (-11.13302, 3.62132, -24.55454)
H (-10.48112, 4.06688, -23.02547)
H (-12.58772, 5.40859, -24.60444)
H (-11.41289, 6.07287, -23.50277)
C (-18.93659, 14.51156, -17.80364)
C (-18.99454, 13.31751, -16.71924)
C (-17.85634, 13.38730, -15.66204)
N (-18.02924, 12.34315, -14.48412)
C (-17.62405, 10.90321, -14.92958)
C (-17.24121, 12.76545, -13.19977)
C (-17.95075, 12.04167, -12.01556)
C (-19.41649, 11.84217, -12.42171)
C (-19.51526, 12.32455, -13.88396)
H (-17.97022, 14.82585, -18.19792)
H (-19.27062, 15.46156, -17.38650)
H (-19.43439, 14.09557, -18.67957)
H (-19.05933, 12.31242, -17.13599)
H (-19.94870, 13.45600, -16.21080)
H (-18.03229, 14.37756, -15.24190)
H (-16.84585, 13.24535, -16.04527)
H (-16.57742, 10.89143, -15.23378)
H (-18.32084, 10.56068, -15.69461)
H (-17.63178, 10.33825, -13.99747)
H (-16.20378, 12.43185, -13.22314)
H (-17.46392, 13.82861, -13.10921)
H (-17.50965, 11.06821, -11.80129)
H (-17.82255, 12.50291, -11.03631)
H (-19.83028, 10.83692, -12.34203)
H (-19.96676, 12.36473, -11.63926)
H (-20.17314, 11.69220, -14.48011)
H (-19.83825, 13.34481, -14.09102)
C (-20.20139, 5.28102, -19.50809)
C (-20.83420, 3.91260, -19.44264)
C (-21.57186, 3.78387, -18.10589)
N (-22.11044, 2.39149, -17.85706)
C (-20.97881, 1.33356, -17.85777)
C (-23.23216, 1.93294, -18.89312)
C (-24.46360, 2.65093, -18.36106)
C (-24.26285, 2.78971, -16.79586)
C (-22.87901, 2.39634, -16.47562)
H (-19.50053, 5.23739, -18.67442)
H (-20.89398, 6.07913, -19.24084)
H (-19.74034, 5.53820, -20.46171)
H (-20.04485, 3.16954, -19.55614)
H (-21.58235, 3.76645, -20.22175)
H (-22.36053, 4.53140, -18.02037)
H (-20.86068, 3.76135, -17.28018)
H (-20.25178, 1.75955, -17.16637)
H (-20.62122, 1.25839, -18.88470)
H (-21.40732, 0.38855, -17.52397)
H (-23.26053, 0.84350, -18.87271)
H (-23.00253, 2.24353, -19.91238)
H (-25.41825, 2.22918, -18.67546)
H (-24.54193, 3.57175, -18.93904)
H (-24.87699, 2.10885, -16.20650)
H (-24.39617, 3.78451, -16.37079)
H (-22.77473, 1.39686, -16.05341)
H (-22.34505, 2.95454, -15.70660)
Cl (-12.45076, 1.53434, -8.52920)
Cl (-19.12354, 7.50742, -4.86212)
B (-15.81576, 1.61968, -17.73017)
F (-14.50200, 1.77851, -17.59814)
F (-16.23009, 1.13967, -18.95676)
F (-16.27613, 0.78528, -16.68546)
F (-16.48611, 2.82186, -17.53121)

Force components x, y, z for each atom (eV/Å):
C -1.79 -0.62 -0.86
C 0.44 1.39 0.17
N 0.25 -1.92 -0.46
C 0.25 0.54 2.54
C -2.03 1.69 1.28
C 1.53 0.04 -0.91
C 0.84 -1.55 -0.28
C -0.10 -0.07 -1.64
O -0.63 -2.06 1.07
C -0.62 0.86 0.47
H 0.11 0.26 -0.39
H 0.06 0.12 0.32
H 0.40 -0.08 0.17
H 0.23 -0.66 0.48
H 0.36 0.17 0.43
H -0.27 0.28 -0.74
H 0.39 0.14 0.19
H -0.41 -0.23 -0.72
H 0.18 0.14 -0.27
H 0.18 0.44 -0.17
H 0.08 -0.17 -0.04
H 0.40 -0.17 0.17
H 0.27 0.17 -0.18
H 0.05 -0.48 -0.19
H -0.04 0.81 -0.13
H 0.12 -0.07 0.28
H -0.14 0.53 -0.15
H 0.32 0.34 -0.48
H -0.31 -0.11 -0.02
H 0.14 0.23 -0.05
C -0.47 0.26 -0.68
C 0.61 1.33 0.88
N 0.14 -0.21 -0.49
C -0.57 0.51 0.57
C -0.57 -0.61 0.28
C 0.91 0.25 0.85
C 0.09 1.03 0.42
C -1.62 -1.17 -0.75
O 1.58 -0.02 -0.17
C -1.06 -0.48 -0.19
H 0.55 -0.32 -0.10
H 0.12 -0.44 0.24
H -0.20 -0.36 0.46
H 0.69 -0.26 -0.04
H 0.15 -0.21 -0.12
H 0.22 0.29 -0.55
H 0.06 -0.11 0.35
H -0.34 -0.12 -0.40
H -0.08 -0.38 -0.20
H -0.38 0.05 -0.40
H -0.23 -0.50 0.37
H -0.67 0.04 0.08
H 0.47 0.37 0.43
H -0.09 -0.06 -0.17
H 0.12 0.18 -0.63
H -0.05 0.60 -0.20
H -0.39 -0.52 0.12
H 1.20 -0.07 -0.16
H -0.16 0.98 0.31
H 0.09 -0.13 -0.09
C -1.82 -0.05 0.03
C -0.05 -0.45 -1.18
N -0.20 -0.47 -1.12
C 0.49 1.43 1.37
C 0.21 -0.11 -1.45
C -0.18 2.05 0.10
C -0.49 -0.83 -0.41
C 0.77 1.61 0.34
O -0.24 0.33 0.14
C -1.23 -1.60 -0.45
H -0.19 -0.02 0.03
H 0.06 0.36 -0.35
H 0.52 0.04 0.36
H -0.16 -0.12 -0.05
H 0.25 -0.13 0.15
H 0.01 0.09 0.16
H -0.18 -0.48 0.49
H -0.56 -0.12 -0.20
H -0.64 -0.65 0.12
H -0.06 0.12 0.57
H 0.10 -0.49 0.31
H 0.14 0.55 -0.06
H 1.01 -0.36 0.29
H 0.75 0.07 0.52
H 0.25 -0.72 -0.01
H -0.71 -0.28 0.25
H 0.54 -0.31 0.15
H 1.47 0.65 0.07
H 0.23 -0.49 -0.02
H -0.32 0.43 0.04
C 0.26 -0.50 -0.36
C -0.74 1.23 -0.94
N 0.08 1.05 0.48
C -0.65 0.72 0.07
C 0.07 -1.81 0.47
C 0.60 -0.03 0.80
C -0.22 0.17 1.21
C -0.47 -1.24 0.01
O 1.82 0.20 -1.15
C -1.05 -0.19 0.12
H 0.92 -0.15 -0.21
H -0.03 -0.44 0.16
H -0.01 -0.54 0.54
H -0.05 0.08 -0.17
H -0.20 -0.03 -0.11
H -0.46 0.34 0.30
H 0.07 -0.26 -0.22
H 0.03 0.15 0.06
H -0.72 0.15 -0.34
H 0.72 0.54 -0.46
H -0.03 0.85 -0.10
H 0.01 -0.27 -0.63
H 0.31 -0.08 -0.47
H -0.18 -0.18 0.62
H 0.76 -0.26 0.03
H -0.32 0.80 0.07
H 0.27 -0.08 0.69
H -0.02 -0.07 -0.01
H -0.30 -0.24 0.12
H -0.31 -0.26 -0.51
C 0.69 0.75 -1.31
C -0.99 -0.42 0.69
N 0.21 0.22 -2.34
C 0.31 1.07 1.57
C -0.19 -0.73 0.72
C 0.71 -1.30 -0.52
C 1.22 -0.53 1.49
C -0.30 -0.43 0.27
O 0.09 0.72 -0.56
C -1.03 0.76 -0.61
H -0.30 -0.01 0.19
H -0.05 -0.15 0.30
H -0.37 -0.43 -0.35
H -0.29 0.47 -0.12
H 0.62 0.30 -0.43
H 0.03 -0.21 0.18
H 0.06 -0.11 0.15
H 0.02 0.20 -0.02
H 0.52 -0.62 0.15
H 0.12 -0.16 0.19
H -0.46 0.56 0.04
H 0.09 0.49 -0.13
H -0.19 -0.22 -0.21
H -0.07 -0.01 0.24
H -0.51 -0.19 0.13
H 0.25 0.80 0.16
H -0.64 -0.25 0.45
H 0.26 0.39 0.13
H 0.03 -0.48 0.08
H -0.07 -0.60 -0.27
C 0.34 0.11 -0.58
C -0.85 -0.62 0.32
C -0.02 -0.65 0.03
N -1.53 -0.74 -0.56
C 0.31 1.54 0.04
C 1.48 1.86 0.93
C -1.48 -0.59 0.93
C 0.42 -1.45 -1.03
C 0.90 0.78 1.62
H -0.16 0.07 0.21
H -0.14 -0.04 -0.27
H -0.40 0.09 -0.02
H -0.26 0.73 0.22
H 0.47 0.04 -0.51
H 0.13 0.54 0.00
H -0.10 0.06 -0.28
H -0.30 -0.16 -0.53
H 0.17 -0.26 0.23
H -0.23 -0.73 0.46
H 0.74 -1.03 0.22
H 0.18 0.09 -0.59
H 0.06 0.22 0.01
H 0.60 0.11 -0.42
H -0.39 0.03 0.22
H 0.21 0.01 -0.14
H -0.29 -0.21 -0.51
H 0.15 0.20 0.04
C -1.20 -0.51 0.48
C 0.87 0.37 -0.49
C 0.08 1.17 0.87
N -0.09 -0.13 -0.64
C -1.31 0.63 -0.27
C -0.04 -1.04 0.85
C 1.63 -0.01 -1.75
C -0.80 0.65 0.64
C 0.83 1.21 1.14
H 0.00 -0.09 -0.80
H -0.33 0.36 1.04
H 0.03 -0.78 -0.34
H -0.11 0.03 0.16
H -0.05 -0.18 0.03
H 0.35 0.09 -0.36
H 0.31 -0.19 -0.25
H -0.27 0.11 -0.35
H -0.28 0.00 -0.32
H 0.55 -0.21 0.58
H 0.28 -0.38 0.13
H -0.41 0.05 0.11
H 0.11 -0.58 0.08
H -0.20 -0.37 -0.06
H -0.15 0.19 0.03
H 0.07 -0.22 0.03
H -0.18 -0.16 -0.38
H 0.48 0.26 0.00
C 1.11 0.14 -0.19
C -0.77 -0.02 0.98
C -0.73 0.91 -0.93
N -0.62 -1.21 0.64
C 0.98 0.51 0.58
C -0.11 -0.77 0.73
C -2.17 0.67 -0.73
C 3.15 -0.34 -0.30
C -2.00 2.09 -0.25
H 0.25 -0.03 -0.13
H -0.11 -0.39 -0.24
H 0.12 0.22 0.17
H 0.14 -0.97 -1.08
H -0.10 -0.01 0.10
H -0.07 -0.66 0.22
H -0.17 -0.02 -0.36
H -0.10 -0.30 -0.17
H 0.47 0.58 0.63
H 0.90 0.29 -0.40
H 0.09 -0.30 -0.20
H 0.13 0.48 -0.08
H -0.51 -0.86 0.39
H 0.03 0.39 0.10
H -0.09 -0.41 0.08
H 0.16 -0.07 0.14
H 0.13 -0.13 -0.08
H -0.16 -0.01 0.24
C 0.76 -1.39 0.62
C 0.72 0.72 -0.15
C -1.61 -0.40 0.41
N -0.32 -0.63 0.46
C -0.08 1.65 1.21
C -1.50 -0.93 0.28
C 0.57 -1.18 -0.34
C 0.01 0.60 0.10
C 0.64 0.39 -0.58
H 0.58 -0.74 0.31
H -0.90 -0.37 -0.13
H -0.60 0.74 0.16
H 0.21 0.16 -0.57
H 0.04 0.06 0.08
H 0.73 -0.06 0.49
H -0.15 0.11 0.01
H -0.18 0.32 -0.43
H 0.22 -0.03 0.20
H -0.49 -0.35 -0.26
H 0.00 0.66 -0.51
H 0.74 0.03 -0.12
H 0.31 -0.19 -0.45
H -0.14 0.72 -0.38
H 0.62 -0.23 -0.09
H -0.63 0.59 -0.81
H 0.39 -0.09 -0.17
H -0.10 0.04 0.66
C 0.00 0.24 0.78
C -0.92 -0.08 -0.12
C 1.00 -1.55 -0.17
N -1.37 -1.56 -0.34
C -1.07 1.49 0.00
C 0.43 0.48 1.23
C -0.25 0.30 0.19
C -1.04 0.37 -0.27
C 2.32 -1.34 -1.04
H 0.67 0.52 -0.32
H -0.25 0.01 -0.22
H 0.11 -0.25 0.20
H -0.16 -0.08 0.05
H 0.18 0.01 -0.28
H 0.00 -0.19 0.25
H 0.13 1.19 0.06
H 0.37 -0.56 -0.19
H 0.21 -0.10 0.33
H 0.16 0.17 0.03
H -0.03 0.09 0.27
H 0.37 0.00 0.27
H 0.17 -0.74 0.45
H 0.31 0.65 0.72
H -0.53 0.16 -0.41
H -0.56 0.15 -0.55
H -0.27 -0.37 -0.58
H 0.10 0.75 -0.56
Cl -0.40 0.14 -0.06
Cl 0.41 -0.16 -0.42
B -2.19 -0.91 0.65
F 2.66 0.44 -0.20
F 0.16 -0.44 -0.81
F -0.20 -0.64 0.35
F -0.64 2.02 0.21

Properties
Total charge: +7
LUMO energy: -10.499 eV
HOMO-LUMO gap: 3.695 eV
Total energy: -147698.0167 eV
E_HOMO: -0.5216 Eh